(1)
# C2H8O4

A cluster of 3 separate species, C2H8O4 in total at a distorted geometry (wB97M-V/def2-TZVPD, the OMol25 dataset).

Each line ends with the Mulliken charge.
Geometry (Å):
C 1.352 -1.750 0.699  -0.9503
C 0.206 -0.932 0.149  0.7153
O 0.294 -0.165 -0.787  -0.6748
O -0.940 -1.131 0.785  -0.4501
H 1.925 -1.278 1.484  0.2619
H 2.002 -2.018 -0.131  0.2877
H 0.852 -2.679 0.982  0.3252
H -1.598 -0.444 0.564  0.4527
O -2.307 1.143 -0.396  -0.7197
H -1.388 1.309 -0.202  0.3557
H -2.339 0.929 -1.351  0.3454
O 1.495 2.132 -0.149  -0.6268
H 1.831 2.920 -0.592  0.3010
H 1.204 1.467 -0.799  0.3767

HOMO level, eV: -10.782
Molecular weight, Da: 96.08
Total energy, Eh: -381.98507
Energy above the lowest of the compared OMol25 structures with the same formula, charge and spin, eV: 0.3505
Structure (SMILES): CC(=O)O.O.O

(2)
# C38H53F11HgNO18S

A structure of composition C38H53F11HgNO18S at a distorted geometry (wB97M-V/def2-TZVPD, the OMol25 dataset).

Each line ends with the Mulliken charge.
Geometry (Å):
Hg -0.237 4.380 0.173  1.4414
C -1.361 -0.156 0.364  -0.2358
F -0.935 -1.369 0.098  0.0003
F -1.750 0.397 -0.795  -0.1918
F -2.416 -0.187 1.181  -0.1889
S 0.001 0.892 1.120  0.9977
O 0.093 0.531 2.532  -0.6062
O 1.137 0.536 0.291  -0.1935
O -0.464 2.277 0.950  0.9869
C 1.709 -5.008 -3.175  -1.1263
C 1.856 -4.885 -4.697  1.1547
C 0.925 -5.877 -5.440  -0.0258
F 1.254 -7.159 -5.216  -0.2767
F -0.367 -5.698 -5.074  -0.1756
F 1.539 -3.625 -5.100  -0.2283
F 3.134 -5.114 -5.080  -0.3118
O 2.410 -4.013 -2.449  -0.3250
C 1.669 -2.957 -1.985  0.5968
C 2.568 -1.737 -1.788  1.4198
F 3.732 -2.032 -1.163  -0.3145
F 2.888 -1.080 -2.948  -0.2724
F 0.677 -2.617 -2.820  -0.0474
F 1.162 -3.236 -0.762  -0.2293
H 2.119 -5.961 -2.840  0.5086
H 0.646 -5.040 -2.926  0.3150
H 1.056 -5.612 -6.496  0.2982
H 2.007 -1.002 -1.195  -0.8512
O 1.755 4.174 1.448  -0.6225
C 2.546 3.493 2.059  0.2275
O 3.646 3.031 1.461  -0.2634
C 4.497 2.369 2.407  0.0087
C 3.977 2.768 3.775  -0.8798
C 2.493 3.114 3.534  0.1332
H 5.537 2.645 2.259  0.5125
H 4.369 1.291 2.290  -0.3172
H 4.442 3.663 4.188  0.3103
H 4.070 1.939 4.475  0.3832
H 2.133 3.966 4.101  0.4651
H 1.852 2.231 3.595  -0.1145
O 5.789 -1.175 2.132  -0.6205
C 4.710 -1.286 2.644  0.3705
O 4.624 -1.374 3.988  -0.3806
C 3.262 -1.468 4.427  -0.6169
C 2.489 -1.882 3.165  0.2700
C 3.313 -1.263 2.034  1.1094
H 3.004 -0.493 4.840  0.1898
H 3.158 -2.287 5.136  0.3915
H 1.469 -1.502 3.102  -0.2862
H 2.434 -2.968 3.130  0.2889
H 3.007 -0.280 1.686  -0.4690
H 3.384 -1.923 1.169  -0.2920
O 0.959 3.043 -1.328  -0.6634
C 1.997 2.888 -1.947  0.0409
O 2.154 3.515 -3.103  -0.4012
C 3.372 3.167 -3.750  -0.5192
C 3.978 2.020 -2.908  -0.4737
C 3.228 2.065 -1.586  1.7219
H 4.073 3.995 -3.840  0.2727
H 3.177 2.769 -4.744  0.3209
H 5.050 2.179 -2.841  0.4290
H 3.773 1.088 -3.434  0.0114
H 3.780 2.556 -0.788  0.0937
H 2.815 1.129 -1.214  -1.1411
O -0.723 4.529 2.487  -0.2673
C -1.176 4.304 3.579  -0.1417
O -0.857 5.089 4.631  -0.3956
C -1.537 4.679 5.807  -0.4841
C -2.672 3.777 5.309  -0.6364
C -2.045 3.179 4.048  0.2747
H -2.024 5.507 6.324  0.3388
H -0.892 4.186 6.534  0.3131
H -3.619 4.257 5.072  0.3283
H -2.880 2.992 6.038  0.3471
H -2.807 2.929 3.314  0.0718
H -1.379 2.339 4.258  0.0315
O -4.138 -3.824 -5.122  -0.5709
C -3.776 -3.630 -4.004  0.2751
O -4.638 -3.417 -2.982  -0.3784
C -3.927 -3.223 -1.765  -0.5830
C -2.495 -2.868 -2.191  1.0284
C -2.331 -3.550 -3.535  0.3197
H -3.991 -4.116 -1.141  0.3007
H -4.341 -2.363 -1.237  0.2912
H -1.775 -3.162 -1.430  0.1714
H -2.409 -1.791 -2.353  -0.6688
H -2.011 -4.588 -3.410  0.0668
H -1.736 -3.037 -4.281  -0.3008
O -0.003 -4.215 6.665  -0.5823
C -0.511 -3.863 5.640  0.5075
O 0.088 -3.991 4.456  -0.3757
C -0.825 -3.663 3.405  -0.0932
C -1.679 -2.548 4.034  0.0095
C -1.795 -3.062 5.484  -0.5253
H -1.437 -4.534 3.161  0.3849
H -0.302 -3.328 2.512  -0.0557
H -2.672 -2.573 3.578  0.3200
H -1.234 -1.570 3.866  -0.1051
H -2.684 -3.673 5.622  0.2846
H -1.809 -2.230 6.183  0.2917
O -2.665 3.797 0.077  -0.6545
C -3.824 3.655 -0.225  0.1241
O -4.563 4.654 -0.710  -0.4168
C -5.914 4.256 -0.955  -0.4878
C -6.100 2.952 -0.141  -0.6675
C -4.681 2.413 -0.108  0.1258
H -6.074 4.110 -2.023  0.2894
H -6.625 5.010 -0.627  0.3499
H -6.805 2.275 -0.617  0.3509
H -6.415 3.160 0.879  0.2933
H -4.417 1.706 -0.895  0.1400
H -4.473 1.947 0.856  0.1750
C -1.160 -0.469 -5.524  -1.2665
C -0.753 0.403 -4.321  0.9741
C -0.545 1.873 -4.670  -0.0902
C 0.412 2.130 -5.746  0.1071
N 1.156 2.315 -6.597  -0.5166
H -2.227 -0.354 -5.717  0.3604
H -0.941 -1.514 -5.315  0.0421
H -0.634 -0.154 -6.425  0.4717
H 0.162 -0.018 -3.893  -0.3211
H -1.500 0.305 -3.532  -0.0191
H -0.242 2.403 -3.762  -0.2548
H -1.504 2.351 -4.889  0.4900

HOMO level, eV: -11.830
Molecular weight, Da: 1253.47
Total energy, Eh: -4538.81814
Energy above the lowest of the compared OMol25 structures with the same formula, charge and spin, eV: 0.4291
Net charge: +1

(3)
# C3H6O2S

An isolated molecule of C3H6O2S at a distorted geometry (wB97M-V/def2-TZVPD, the OMol25 dataset).

Each line ends with the Mulliken charge.
Geometry (Å):
O 2.632 0.157 -0.112  -0.5541
C 1.467 -0.098 0.042  0.6216
O 0.999 -1.356 -0.045  -0.4080
C 0.448 0.995 0.383  -0.4379
C -0.866 0.973 -0.420  -0.6786
S -2.020 -0.370 -0.006  -0.2456
H 0.067 -1.394 0.117  0.2825
H 0.962 1.953 0.225  0.2876
H 0.199 0.947 1.456  0.2681
H -1.353 1.910 -0.286  0.3597
H -0.641 0.877 -1.488  0.3448
H -2.255 0.007 1.292  0.1599

HOMO level, eV: -10.042
Molecular weight, Da: 106.15
Total energy, Eh: -666.58867
Energy above the lowest of the compared OMol25 structures with the same formula, charge and spin, eV: 0.1459
Structure (SMILES): O=C(O)CCS

(4)
# C6H19N3P2

A cluster of 2 separate species, C6H19N3P2 in total at a distorted geometry (wB97M-V/def2-TZVPD, the OMol25 dataset).

Each line ends with the Mulliken charge.
Geometry (Å):
C 2.611 -1.103 0.720  -0.7375
C 0.786 -2.727 0.559  -0.6804
C -2.737 0.769 0.121  -1.0828
C -1.689 -0.778 1.723  -1.1269
C 1.045 1.675 -2.157  -1.3898
C 0.473 2.757 -0.044  -1.1213
N 1.278 -1.492 1.080  -0.3240
N -1.382 0.298 0.701  0.0549
N 0.364 1.567 -0.854  0.1880
P -0.451 -1.018 -2.066  -0.2521
P -0.030 0.016 -0.323  0.2598
H 3.397 -1.858 0.874  0.3342
H 2.603 -0.824 -0.431  0.1953
H 2.974 -0.106 1.258  0.2057
H -0.141 -2.691 1.045  0.2649
H 0.491 -2.830 -0.532  0.1290
H 1.405 -3.592 0.862  0.3915
H -3.357 0.641 0.981  0.3576
H -2.529 1.686 -0.297  0.3006
H -3.123 0.168 -0.592  0.4188
H -0.769 -1.143 2.135  0.4980
H -2.532 -0.459 2.443  0.2712
H -2.213 -1.599 1.330  0.4503
H 1.338 2.668 -2.399  0.4376
H 1.858 0.989 -2.354  0.3582
H 0.284 1.467 -2.917  0.4384
H -0.226 3.591 -0.317  0.3233
H 0.216 2.471 0.927  0.4270
H 1.414 3.336 -0.026  0.4080
H -1.357 -1.879 -1.450  0.0022

HOMO level (spin up / spin down), eV: -7.319 / -7.320
Molecular weight, Da: 195.19
Total energy, Eh: -1086.79080
Energy above the lowest of the compared OMol25 structures with the same formula, charge and spin, eV: 0.6761

(5)
# C2H34O15

A cluster of 15 separate species, C2H34O15 in total at a distorted geometry (wB97M-V/def2-TZVPD, the OMol25 dataset).

Each line ends with the Mulliken charge.
Geometry (Å):
O 1.841 0.793 -4.133  -0.6168
H 1.169 0.763 -4.813  0.3034
H 2.549 1.311 -4.517  0.2677
O 0.262 3.250 1.426  -0.6620
H 0.898 2.916 0.793  0.2897
H 0.046 2.493 1.971  0.3986
O -0.368 1.370 3.454  -0.6538
H -0.524 1.777 4.306  0.2431
H 0.138 0.583 3.653  0.4022
O -2.038 -3.531 1.158  -0.6514
H -2.297 -2.949 0.443  0.4425
H -2.505 -4.348 0.984  0.2856
O 2.512 -1.596 -3.300  -0.6518
H 1.909 -2.066 -2.724  0.3609
H 2.081 -0.758 -3.467  0.4059
O 3.551 4.265 -0.907  -0.6326
H 2.594 4.235 -0.926  0.3193
H 3.757 5.064 -0.423  0.3147
O -2.160 4.297 -0.634  -0.6421
H -1.862 3.390 -0.695  0.3361
H -2.479 4.385 0.264  0.3176
O -3.384 -2.476 -0.979  -0.6558
H -3.448 -1.522 -1.016  0.3252
H -3.757 -2.774 -1.809  0.2700
O 1.802 -2.554 0.957  -0.6530
H 2.192 -1.680 0.925  0.3368
H 2.507 -3.142 0.687  0.3093
O 0.872 -3.454 -1.719  -0.6590
H 0.937 -3.245 -0.787  0.3563
H 0.203 -4.138 -1.765  0.2998
O 1.231 -0.500 3.913  -0.6523
H 1.905 -0.624 4.581  0.3069
H 1.719 -0.381 3.099  0.4081
O -3.740 0.142 -2.087  -0.6592
H -4.631 0.017 -2.413  0.2942
H -3.840 0.724 -1.333  0.3429
O 2.488 0.011 1.578  -0.7575
H 1.974 0.352 0.846  0.3622
H 3.395 0.213 1.349  0.2349
O -2.321 -1.332 2.902  -0.7086
H -1.705 -0.674 2.580  0.3573
H -2.288 -2.031 2.250  0.3724
C -0.954 0.138 0.186  0.5517
C 0.189 0.300 -0.808  -0.5926
O 1.063 1.365 -0.484  -0.3847
H -1.329 1.135 0.417  0.2963
H -0.427 -0.269 1.048  -0.4443
H -1.745 -0.582 -0.023  -0.2666
H -0.274 0.359 -1.793  0.4956
H 0.767 -0.617 -0.927  0.2080
H 1.527 1.596 -1.292  0.1290

HOMO level, eV: -10.257
Molecular weight, Da: 298.28
Total energy, Eh: -1225.17046
Energy above the lowest of the compared OMol25 structures with the same formula, charge and spin, eV: 0.0000

(6)
# C3H6N2

An isolated molecule of C3H6N2 at a distorted geometry (wB97M-V/def2-TZVPD, the OMol25 dataset).

Each line ends with the Mulliken charge.
Geometry (Å):
C 1.312 -0.093 0.080  -1.0996
C -0.151 -0.035 -0.384  0.4640
N -0.943 -1.003 0.364  -0.6470
C -0.805 1.301 -0.347  0.0904
N -1.504 2.223 -0.377  -0.4303
H 1.832 0.862 -0.021  0.3507
H 1.371 -0.407 1.128  0.3059
H 1.846 -0.842 -0.509  0.2727
H -0.190 -0.312 -1.445  0.1671
H -1.928 -0.870 0.153  0.2687
H -0.840 -0.825 1.360  0.2575

HOMO level, eV: -10.360
Molecular weight, Da: 70.09
Total energy, Eh: -227.40435
Energy above the lowest of the compared OMol25 structures with the same formula, charge and spin, eV: 0.5574
Structure (SMILES): C[C@@H](N)C#N